# 1
{
  "formula": "C2H2BrNO2",
  "method": "the ωB97M-V functional and the def2-TZVPD basis",
  "elements": ["H", "C", "Br", "O", "C", "H", "N", "O"],
  "positions_angstrom": [[-2.101801, 1.522656, 1.122224], [1.400542, 0.016527, 0.442794], [-3.074008, 2.067339, 0.414266], [0.653177, 0.620742, 1.103443], [-1.076450, -1.058766, -0.667214], [2.640234, -1.353274, -0.433669], [2.000855, -0.552796, -0.399723], [-0.442548, -1.262427, -1.582121]],
  "atomic_forces_ev_per_a": [[2.50, -1.40, 1.77], [-1.29, 0.60, 0.86], [-2.46, 1.39, -1.78], [0.19, 0.24, 0.40], [0.29, -0.26, -0.80], [-0.68, 0.93, 0.21], [2.16, -1.60, -1.28], [-0.72, 0.11, 0.62]],
  "lowdin_charge": [-0.401, -0.466, 0.397, 0.119, 0.007, 0.115, 0.198, 0.030],
  "relative_energy_kj_mol": 0.0,
  "gap_ev": 11.46
}

=====

# 2
{
  "formula": "C23H64N12O10",
  "method": "the ωB97M-V functional and the def2-TZVPD basis",
  "elements": ["H", "H", "H", "N", "H", "C", "H", "C", "C", "H", "C", "H", "H", "N", "H", "H", "H", "N", "H", "C", "H", "H", "H", "O", "N", "H", "H", "N", "H", "O", "C", "H", "H", "H", "O", "H", "H", "O", "H", "C", "N", "C", "O", "H", "H", "H", "C", "C", "H", "C", "N", "H", "H", "H", "N", "C", "N", "H", "H", "H", "N", "H", "H", "C", "H", "H", "H", "H", "C", "H", "H", "H", "C", "H", "C", "H", "H", "H", "C", "N", "O", "O", "H", "H", "C", "H", "O", "H", "H", "H", "H", "H", "O", "H", "C", "C", "C", "O", "H", "H", "H", "N", "C", "C", "H", "H", "H", "H", "H"],
  "positions_angstrom": [[4.201448, 5.774674, -1.962832], [-0.178108, 1.349029, 2.746270], [1.488614, 5.945891, -3.245175], [0.387843, -6.267033, -0.950605], [0.193580, -7.054581, -0.334925], [-0.765499, -5.627953, -1.479559], [-0.561204, 3.191247, -0.082703], [-1.597152, 2.892958, 3.283955], [2.666781, 2.867102, -2.731515], [0.694964, 2.163425, -0.655750], [3.497786, 5.047551, 1.075289], [-1.744610, -5.393118, 0.316863], [0.910618, -6.593469, -1.769170], [-1.822518, -5.025940, 2.536182], [0.764429, 4.900758, 0.950580], [3.489331, 4.612930, 2.105681], [-0.191180, -0.118217, -3.627501], [1.139637, -0.499857, -0.623955], [-5.209841, 3.197675, 3.603223], [-2.009272, 0.398126, 3.297896], [-1.632782, 0.356508, 1.172668], [-0.809146, -2.930274, -0.402439], [4.398531, 2.687780, -0.145263], [-1.392565, -1.796720, -4.159177], [-3.067515, 0.633794, 4.356320], [-5.147055, 1.414433, 5.968536], [-1.965374, 2.986430, 2.264592], [-1.845258, -5.573677, -0.699289], [-3.182595, 0.948924, 1.616798], [0.954702, -2.167580, 1.008992], [0.529402, -1.594318, -0.042847], [3.702509, 3.129353, -3.004987], [3.396031, 2.385643, 1.261550], [-0.781158, -0.808863, 4.617070], [-4.112056, -0.294247, 4.249123], [2.728065, 1.896632, -0.210304], [1.225734, 4.581669, -4.181753], [0.158820, 0.564334, -3.070759], [1.260316, -5.083566, 1.488254], [2.749799, -3.041760, -5.048432], [2.761787, 4.766827, -1.195149], [-1.739720, -2.317161, -5.225847], [3.184634, -0.864766, 1.871081], [4.803562, -2.443259, -5.143495], [-4.651579, 3.136102, 6.001017], [-0.163322, 3.402484, -2.584927], [-0.985058, 1.523996, 3.471711], [-1.247939, -0.926196, 3.666980], [0.040133, -2.387241, -6.237801], [1.270171, 3.933216, 0.615726], [-0.569634, -2.000647, -0.682935], [-1.828977, -4.035276, 2.676256], [0.130144, 4.966503, -1.705750], [-0.543131, -1.167971, 2.844542], [-2.987838, -2.944326, -5.366744], [-4.323829, 2.147997, 5.846387], [2.041114, -3.689570, -4.045562], [-3.165298, 4.087674, 4.262217], [4.560014, 5.092943, 0.781488], [-2.029523, 3.210377, 5.285770], [4.077226, -2.905545, -4.632464], [0.983511, -0.177347, -1.564371], [1.962141, -0.285433, -0.078217], [-0.572818, -5.645777, 2.152201], [2.247213, 2.615571, -3.703993], [-2.410665, -5.557218, 3.151945], [-4.423707, 2.229834, 2.431092], [-3.688478, -2.502303, -4.802479], [-4.766535, 2.181479, 3.436134], [4.171997, -2.955478, -3.629248], [2.824302, 5.243706, -4.059014], [-0.868798, 3.706381, 3.271877], [0.476317, 3.215658, -0.486485], [-4.636480, -0.020032, 3.489630], [-2.627397, 3.120526, 4.366230], [2.593830, -4.097098, -3.335857], [1.099864, -4.144356, -4.142270], [-0.576016, -1.796912, -1.647765], [2.748862, 4.177912, 0.104394], [0.347720, -4.744028, 1.778969], [-0.396396, -6.837049, 2.083361], [4.102579, 4.874672, -1.603319], [0.075219, -3.810371, 1.857167], [2.559939, -1.574861, 1.918583], [-2.435851, 0.191450, 1.869364], [2.648664, -3.605700, -0.054269], [2.326541, -2.606052, -6.100507], [-0.009459, 1.325225, -3.683177], [3.232603, -0.602176, 2.783891], [1.380178, 3.287630, 1.493755], [-3.282323, -3.057364, -6.315150], [1.722852, -4.767538, -0.394375], [-0.798098, -5.148088, -2.592558], [2.598644, 1.960725, -2.160257], [0.490474, 3.927976, -1.823860], [3.388980, 2.701512, 0.206160], [2.017694, 4.112361, -2.255379], [2.604731, -4.553147, -0.007902], [-1.334092, -3.127282, -6.993531], [-2.622307, -5.057781, -1.008134], [-3.622540, 2.009229, 6.724421], [-0.989668, -2.426647, -6.362374], [-3.692426, 1.983625, 4.523761], [1.947051, 5.036583, -3.470091], [-5.641974, 1.502931, 3.603826], [-2.028949, -1.722474, 3.739825], [3.059728, 6.090828, 1.189894], [-0.490035, 1.468842, 4.499478], [-2.853643, -0.783986, 1.605203]],
  "atomic_forces_ev_per_a": [[-0.21, -0.45, 0.37], [-0.12, 0.04, 0.09], [-0.57, 1.74, 0.74], [-0.60, -0.10, -1.23], [-0.07, 0.37, 0.24], [0.80, -0.21, -0.37], [0.26, -0.09, -0.46], [0.05, 0.36, -0.66], [0.80, -0.81, -1.84], [0.49, -0.03, 0.33], [0.39, 1.03, 1.32], [0.05, -0.84, -0.89], [0.01, 0.20, 0.51], [1.14, -1.15, -0.85], [0.61, -1.12, -0.65], [-0.14, 0.15, -0.81], [-0.53, -1.55, -0.40], [0.40, -1.51, 2.31], [0.26, -0.71, -0.05], [1.03, -1.11, 1.71], [0.64, 0.05, -0.13], [-0.46, -0.44, -0.27], [0.51, -0.24, -0.54], [-0.09, -0.11, -1.18], [0.76, 0.37, -0.01], [0.31, 0.57, 0.09], [-0.64, -0.25, -0.20], [-0.33, -0.08, 3.47], [-0.06, -0.17, -0.31], [-0.90, 1.27, -1.74], [1.71, 0.73, 0.72], [-0.17, -0.47, 0.54], [0.26, 0.52, -0.09], [0.56, -0.10, 0.67], [0.16, -0.68, 0.17], [0.91, 0.96, -0.14], [0.45, 0.03, 0.24], [-0.16, 1.83, -0.99], [-0.25, 0.64, 0.06], [0.78, 0.09, 0.73], [-0.87, 1.04, 0.00], [-0.36, -0.49, 0.75], [0.74, 0.61, -0.14], [-0.36, 0.27, -0.30], [-0.87, 1.29, -0.18], [1.07, 0.57, 0.67], [0.93, 0.09, 0.55], [-1.65, 0.05, -0.92], [-0.81, 0.00, -0.25], [0.88, 0.83, -0.91], [-0.48, -0.75, 0.79], [0.07, 0.27, 0.31], [-0.17, -0.43, -0.04], [-0.22, 0.09, 0.63], [0.69, 0.75, 0.41], [0.24, -2.03, 2.38], [-1.80, -0.20, -0.98], [0.25, -0.57, -0.05], [-0.44, 0.29, 0.14], [-0.38, -0.17, 0.08], [-0.77, -0.45, 0.54], [-0.14, 0.16, -0.11], [0.29, 0.50, -0.43], [-0.78, 1.14, 0.62], [-0.31, -0.13, -0.14], [-0.01, -0.14, 0.01], [0.35, -0.43, -0.79], [-0.24, -0.06, 0.32], [-1.73, 1.47, 1.57], [0.54, 0.10, -0.25], [0.76, -0.21, 0.16], [0.31, -0.13, 0.49], [-2.11, 0.23, 0.87], [-0.15, -0.14, -0.30], [-0.14, 0.09, 0.30], [0.36, -0.51, 0.65], [1.39, 1.05, -0.22], [-0.55, 0.05, -1.25], [-0.81, -2.50, 1.84], [-0.30, -1.65, 0.30], [-0.47, -0.98, 0.20], [0.86, 0.51, -0.50], [0.69, 1.77, -0.17], [-1.02, -0.86, -0.52], [-1.42, 1.05, -0.66], [0.06, 0.84, 0.23], [-0.51, -0.36, 0.02], [0.52, -0.53, 1.18], [0.34, 0.49, 0.54], [-0.22, 0.18, -0.07], [-0.25, -0.08, -0.36], [0.76, -0.09, 0.26], [0.76, 0.08, -0.97], [0.11, -0.07, 0.48], [1.20, 0.54, 0.22], [-1.52, 0.11, 0.71], [-1.77, 0.19, -0.86], [-0.61, -0.82, -0.64], [0.33, -0.06, -0.27], [-0.75, 0.62, -1.09], [-0.42, -0.27, -1.16], [1.16, 0.23, 0.74], [1.42, 0.46, -2.26], [-0.87, -1.19, -1.09], [0.75, 0.43, -0.49], [0.68, 0.40, -0.02], [0.54, -1.17, -0.47], [-0.79, -0.08, -1.14], [-0.01, 0.00, 0.49]],
  "lowdin_charge": [0.123, 0.115, 0.059, 0.135, 0.097, -0.673, 0.109, -0.203, -0.051, 0.076, -0.058, 0.070, 0.114, 0.136, 0.139, 0.092, -0.007, 0.193, 0.103, -0.492, 0.074, 0.085, 0.074, 0.002, -0.072, 0.097, 0.102, 0.180, 0.064, -0.067, -0.599, 0.100, 0.078, 0.066, -0.035, 0.053, 0.095, -0.062, 0.096, -0.637, -0.100, -0.622, -0.048, 0.096, 0.066, 0.127, -0.148, -0.027, 0.092, -0.117, 0.213, 0.064, 0.120, 0.073, 0.139, -0.057, 0.147, 0.128, 0.081, 0.121, 0.133, 0.049, 0.076, -0.681, 0.081, 0.093, 0.056, 0.093, -0.040, 0.086, 0.081, 0.108, -0.204, 0.065, -0.131, 0.062, 0.114, 0.075, -0.511, 0.178, 0.038, -0.030, 0.041, -0.016, -0.038, 0.011, 0.024, 0.075, 0.031, 0.101, 0.079, 0.001, 0.028, 0.057, -0.104, -0.019, -0.516, -0.074, 0.094, 0.095, 0.113, 0.161, -0.522, -0.048, 0.098, 0.079, 0.104, 0.145, 0.088],
  "gap_ev": 8.88,
  "smiles": "CC1(C)CCCC(C)(C)N1O.CC1(C)CCCC(C)(C)N1O.NC(N)=O.NC(N)=O.NC(N)=O.NC(N)=O.NC(N)=O.O.O.O"
}

=====

# 3
{
  "formula": "C9H14",
  "method": "the ωB97M-V functional and the def2-TZVPD basis",
  "elements": ["H", "H", "C", "H", "H", "H", "H", "C", "H", "C", "C", "H", "C", "C", "H", "C", "H", "C", "H", "H", "H", "H", "C"],
  "positions_angstrom": [[-0.326614, -3.490225, 1.908984], [-0.703580, 4.252285, -0.108761], [-0.552460, 0.425994, 0.745518], [-0.541859, -0.777568, -2.428102], [-1.485337, 4.048063, -1.730392], [0.876589, -3.321395, -0.174787], [0.584742, -2.188161, 2.644049], [1.389560, -2.842261, 0.655485], [0.209692, 4.209021, -1.557099], [-0.531825, 1.363232, -1.946596], [-0.528191, -0.469361, -0.330271], [2.451982, -3.042854, 0.725711], [-0.417608, 0.005026, -1.691497], [-0.665835, 3.762412, -1.085588], [1.231845, -3.816913, 2.520547], [-0.523884, 1.750797, 0.428188], [-0.614714, 1.666063, -2.984699], [0.670460, -3.063558, 1.986025], [-0.600209, -1.538914, -0.215530], [-0.334824, 0.042993, 1.735263], [-0.444390, 2.469274, 1.246685], [1.428331, -1.740492, 0.572453], [-0.571869, 2.296549, -0.915589]],
  "atomic_forces_ev_per_a": [[-0.17, 0.10, -0.32], [-0.42, -0.04, -0.22], [1.01, 0.00, -0.55], [0.44, 0.37, -0.45], [-0.44, 0.03, -0.09], [0.39, 0.03, -0.15], [0.26, -0.11, -0.31], [-0.20, 1.78, 0.84], [0.32, -0.34, -0.32], [0.26, -1.57, -1.46], [0.11, 0.05, -1.00], [0.02, -0.73, -0.20], [-1.39, 0.66, 0.99], [0.45, 0.08, 0.62], [0.03, -0.14, 0.50], [0.03, 0.76, 1.09], [0.10, 0.21, 0.09], [0.04, -0.75, 0.51], [-0.04, -0.02, 0.32], [-0.60, 0.23, 0.14], [-0.06, -0.11, -0.25], [-0.18, -0.24, -0.84], [0.03, -0.24, 1.05]],
  "lowdin_charge": [0.066, 0.098, -0.011, 0.132, 0.112, 0.073, 0.063, -0.161, 0.119, 0.011, 0.036, 0.073, 0.045, 0.007, 0.064, 0.041, 0.138, -0.161, 0.105, 0.127, 0.137, 0.044, -0.156],
  "relative_energy_kj_mol": 58.7,
  "charge": 1,
  "spin_multiplicity": 2,
  "gap_ev": [10.11, 6.39],
  "s2": 0.77
}

=====

Number 1: total energy -77733.3345 eV. Number 2: total energy -63247.9887 eV. Number 3: total energy -9550.8331 eV.